DFT (wB97M-V/def2-TZVPD) results for C53H59Br2N4O3PPbSSi as an isolated structure.

Structure (ORCA input):
```
! RIJCOSX wB97M-V def2-TZVPD def2/J DEFGRID3
* xyz -2 1
Pb -0.913 0.333 0.777
N -2.645 4.895 1.186
C -1.936 3.695 1.043
S -2.912 2.308 0.659
N -0.656 3.830 1.208
N 0.154 2.694 1.078
C 1.387 3.003 1.238
C 2.584 2.167 1.275
C 3.761 2.831 1.658
C 4.976 2.193 1.806
C 5.024 0.807 1.571
C 3.901 0.121 1.175
C 2.635 0.764 0.971
O 1.646 0.111 0.489
H -3.599 4.739 1.464
H -2.154 5.562 1.761
H 1.571 4.064 1.414
H 3.696 3.899 1.854
H 5.858 2.741 2.114
H 5.961 0.273 1.697
H 3.932 -0.948 0.985
Br -0.032 -5.642 0.722
C -1.754 -4.824 0.745
C -2.871 -5.655 0.755
C -4.132 -5.121 0.778
Br -5.626 -6.320 0.760
C -4.330 -3.718 0.804
C -5.597 -3.097 0.816
C -5.691 -1.737 0.824
C -4.515 -0.970 0.830
N -3.313 -1.506 0.836
C -3.189 -2.864 0.813
C -1.812 -3.400 0.764
O -0.819 -2.648 0.730
H -2.740 -6.728 0.737
H -6.485 -3.713 0.809
H -6.655 -1.243 0.832
H -4.568 0.117 0.837
C 3.003 1.617 5.574
C 2.553 0.309 5.695
C 1.323 -0.063 5.158
C 0.508 0.854 4.480
C 0.991 2.168 4.366
C 2.211 2.549 4.911
Si -1.111 0.361 3.597
C -2.431 1.532 4.356
C -2.163 2.544 5.288
C -3.143 3.447 5.697
C -4.434 3.354 5.191
C -4.738 2.341 4.288
C -3.748 1.455 3.879
C -1.594 -1.333 4.330
C -2.778 -1.540 5.051
C -3.159 -2.808 5.481
C -2.350 -3.906 5.215
C -1.160 -3.727 4.517
C -0.797 -2.461 4.071
H 3.966 1.907 5.978
H 3.167 -0.431 6.200
H 0.991 -1.090 5.271
H 0.400 2.908 3.827
H 2.559 3.571 4.795
H -1.171 2.625 5.719
H -2.894 4.227 6.408
H -5.195 4.065 5.494
H -5.740 2.256 3.882
H -4.005 0.678 3.162
H -3.417 -0.692 5.281
H -4.091 -2.939 6.020
H -2.650 -4.898 5.536
H -0.529 -4.578 4.293
H 0.111 -2.353 3.483
O -1.006 0.711 -2.626
P 0.254 0.630 -3.447
C 1.073 2.285 -3.398
C 1.827 2.541 -2.077
C 3.313 2.167 -2.129
C 4.015 2.807 -3.328
C 3.325 2.420 -4.634
C 1.856 2.834 -4.604
C -0.235 0.492 -5.231
C -1.571 -0.256 -5.410
C -1.402 -1.742 -5.709
C -0.536 -1.932 -6.952
C 0.856 -1.357 -6.696
C 0.813 0.126 -6.306
C 1.337 -0.634 -2.706
C 0.519 -1.848 -2.236
C 1.385 -2.744 -1.351
C 2.679 -3.166 -2.051
C 3.465 -1.946 -2.529
C 2.595 -1.091 -3.454
H 0.136 2.848 -3.336
H 1.339 2.014 -1.256
H 1.746 3.609 -1.840
H 3.429 1.078 -2.184
H 3.786 2.481 -1.197
H 5.068 2.515 -3.352
H 3.983 3.900 -3.222
H 3.403 1.338 -4.774
H 3.822 2.883 -5.492
H 1.368 2.582 -5.548
H 1.826 3.929 -4.522
H -0.479 1.551 -5.356
H -2.110 0.201 -6.252
H -2.175 -0.103 -4.515
H -2.381 -2.211 -5.834
H -0.917 -2.233 -4.860
H -1.001 -1.415 -7.802
H -0.459 -2.990 -7.217
H 1.493 -1.470 -7.578
H 1.317 -1.942 -5.898
H 0.581 0.699 -7.212
H 1.812 0.440 -5.990
H 1.638 -0.109 -1.787
H 0.155 -2.419 -3.099
H -0.348 -1.510 -1.669
H 0.815 -3.621 -1.054
H 1.615 -2.195 -0.434
H 2.439 -3.794 -2.922
H 3.288 -3.771 -1.373
H 4.379 -2.251 -3.050
H 3.761 -1.345 -1.660
H 2.307 -1.704 -4.312
H 3.172 -0.248 -3.837
*
```

Properties
E_HOMO (eV): -1.69
Gap between HOMO and LUMO (eV): 5.5446
Maximum force (eV Å⁻¹): 0.81
LUMO energy (eV): 3.9
Total energy (Eh): -8869.90028
ΔE to the lowest compared entry with this formula, charge and spin (kJ/mol): 0.0